A 24-piece molecular cluster, C26H100O24 overall, computed with wB97M-V/def2-TZVPD.

Positions of all 150 atoms, in Å:
C 1.77 -0.23 3.03
O 2.14 -0.53 1.69
H 0.79 -0.61 3.33
H 2.57 -0.44 3.75
H 1.69 0.86 3.04
H 1.31 -0.40 1.22
C 2.03 -3.62 4.57
O 0.96 -3.39 3.67
H 1.87 -2.97 5.43
H 2.20 -4.63 4.95
H 2.94 -3.28 4.07
H 0.12 -3.38 4.13
C -0.04 -0.06 -1.20
O -0.13 -0.03 0.23
H 0.86 0.32 -1.69
H -0.12 -1.05 -1.66
H -0.86 0.56 -1.57
H -0.39 0.86 0.49
C 2.88 2.76 -0.09
O 3.74 3.67 0.67
H 2.33 3.37 -0.80
H 3.59 2.12 -0.62
H 2.17 2.27 0.57
H 4.55 3.81 0.17
C -2.65 0.01 3.63
C -3.31 -0.18 2.20
O -4.52 0.55 2.20
H -1.71 -0.54 3.68
H -3.28 -0.23 4.49
H -2.18 0.98 3.82
H -3.54 -1.23 2.02
H -2.65 0.02 1.35
H -5.03 -0.03 2.77
C -0.92 6.70 1.12
C 0.53 6.33 1.40
O 0.90 5.20 0.70
H -1.01 6.80 0.03
H -1.22 7.61 1.63
H -1.56 5.92 1.53
H 0.62 6.09 2.46
H 1.25 7.11 1.18
H 1.74 4.89 1.05
C -3.59 -6.28 2.94
C -2.65 -5.68 1.88
O -2.57 -4.29 2.00
H -3.53 -7.36 2.82
H -4.62 -5.93 3.01
H -3.25 -6.09 3.96
H -3.12 -5.94 0.93
H -1.66 -6.10 2.04
H -1.84 -4.06 1.42
C 2.38 -2.90 -2.19
C 2.54 -4.41 -2.54
O 2.18 -5.22 -1.47
H 1.33 -2.67 -2.01
H 2.88 -2.35 -2.98
H 2.94 -2.75 -1.26
H 3.57 -4.56 -2.87
H 1.94 -4.76 -3.39
H 2.90 -5.17 -0.84
C -0.88 -3.97 -4.34
C -1.13 -3.03 -5.56
O -1.36 -3.90 -6.68
H -1.76 -4.48 -3.95
H -0.60 -3.35 -3.49
H -0.17 -4.79 -4.49
H -0.30 -2.35 -5.76
H -2.10 -2.54 -5.45
H -0.52 -4.33 -6.87
C -1.08 3.94 -3.04
C 0.24 4.19 -3.81
O 0.04 3.70 -5.09
H -1.00 4.47 -2.09
H -1.30 2.89 -2.81
H -1.82 4.48 -3.63
H 1.12 3.62 -3.51
H 0.54 5.24 -3.85
H 0.66 3.01 -5.30
C 3.31 -3.87 1.46
C 4.70 -4.14 0.75
O 4.58 -5.34 0.02
H 2.47 -3.97 0.77
H 3.36 -2.86 1.89
H 3.12 -4.58 2.27
H 5.48 -4.25 1.50
H 4.95 -3.40 0.00
H 5.43 -5.77 -0.12
C 6.27 -1.82 3.17
C 6.10 -0.94 1.91
O 5.14 0.05 2.04
H 6.56 -1.13 3.97
H 7.14 -2.46 3.09
H 5.40 -2.41 3.47
H 5.84 -1.54 1.04
H 7.05 -0.51 1.58
H 4.29 -0.24 1.71
C -3.49 4.76 -0.78
C -4.77 5.37 -0.09
O -5.49 4.38 0.59
H -3.80 3.87 -1.34
H -2.63 4.48 -0.17
H -2.96 5.49 -1.39
H -5.42 5.85 -0.82
H -4.40 6.08 0.65
H -5.85 3.81 -0.09
C -0.09 3.67 4.09
C -0.95 3.57 5.32
O -1.29 4.87 5.74
H -0.56 4.14 3.22
H 0.22 2.70 3.70
H 0.81 4.25 4.30
H -0.52 3.04 6.17
H -1.87 3.07 5.04
H -1.86 4.79 6.51
C -3.85 -1.26 -1.88
C -2.87 -2.28 -1.23
O -3.45 -3.60 -1.15
H -4.06 -1.51 -2.92
H -3.34 -0.30 -1.94
H -4.79 -1.10 -1.35
H -2.59 -1.92 -0.23
H -1.95 -2.30 -1.80
H -2.70 -4.18 -1.24
O 1.21 -0.12 -4.80
H 1.65 0.72 -4.95
H 0.29 0.11 -4.71
O 3.51 3.40 -3.31
H 4.26 3.20 -2.75
H 3.54 4.35 -3.43
O -3.95 1.77 -3.07
H -3.87 1.82 -2.11
H -4.88 1.91 -3.24
O -1.93 0.85 -4.71
H -2.58 0.53 -5.34
H -2.44 1.34 -4.06
O -0.86 2.46 0.49
H -0.27 3.21 0.43
H -1.59 2.78 1.03
O -3.22 3.06 1.88
H -3.47 2.19 2.17
H -4.04 3.48 1.63
O -0.21 -3.10 1.14
H -0.21 -2.16 0.95
H 0.36 -3.19 1.90
O 2.38 2.21 -5.45
H 2.86 2.64 -4.74
H 2.99 2.21 -6.19
O -0.70 -4.89 -0.92
H -0.29 -4.38 -0.21
H 0.04 -5.22 -1.43

Values from the calculation:
- HOMO energy: -9.2 eV
- Maximum force: 2.58 eV/Å
- Lowest unoccupied orbital energy: -0.0080 Ha
- Molecular weight: 797.06 g mol⁻¹

Here are the Löwdin charges for atoms 1 to 99, given in e:
1 C -0.13
2 O -0.15
3 H 0.07
4 H 0.08
5 H 0.06
6 H 0.01
7 C -0.13
8 O -0.14
9 H 0.08
10 H 0.09
11 H 0.05
12 H 0.09
13 C -0.10
14 O -0.16
15 H 0.08
16 H 0.06
17 H 0.07
18 H 0.01
19 C -0.11
20 O -0.13
21 H 0.06
22 H 0.08
23 H 0.07
24 H 0.06
25 C -0.04
26 C -0.27
27 O -0.09
28 H 0.05
29 H 0.08
30 H 0.05
31 H 0.11
32 H 0.10
33 H 0.09
34 C -0.06
35 C -0.34
36 O -0.08
37 H 0.08
38 H 0.08
39 H 0.06
40 H 0.10
41 H 0.11
42 H 0.06
43 C -0.09
44 C -0.33
45 O -0.09
46 H 0.07
47 H 0.07
48 H 0.06
49 H 0.11
50 H 0.11
51 H 0.02
52 C -0.04
53 C -0.31
54 O -0.09
55 H 0.05
56 H 0.08
57 H 0.06
58 H 0.10
59 H 0.09
60 H 0.03
61 C -0.08
62 C -0.26
63 O -0.10
64 H 0.07
65 H 0.04
66 H 0.06
67 H 0.10
68 H 0.11
69 H 0.07
70 C -0.06
71 C -0.31
72 O -0.09
73 H 0.04
74 H 0.06
75 H 0.08
76 H 0.08
77 H 0.11
78 H 0.03
79 C -0.05
80 C -0.28
81 O -0.09
82 H 0.06
83 H 0.05
84 H 0.07
85 H 0.11
86 H 0.10
87 H 0.10
88 C -0.07
89 C -0.33
90 O -0.07
91 H 0.07
92 H 0.07
93 H 0.05
94 H 0.09
95 H 0.11
96 H 0.05
97 C -0.07
98 C -0.28
99 O -0.08

A 20-piece molecular cluster, C26H10Cl76N3O2 overall, computed with wB97M-V/def2-TZVPD.

Positions of all 117 atoms, in Å:
N 3.09 -1.54 -0.21
C 2.70 -0.44 0.14
O 1.75 0.61 0.43
C 2.05 1.76 -0.38
N 3.02 1.96 -1.43
C 2.84 3.33 -1.89
C 1.65 3.92 -1.04
N 1.17 2.88 -0.10
C 0.05 2.99 0.88
C -1.42 2.70 0.23
C -1.35 1.87 -1.16
O -2.54 1.02 -1.37
H 3.70 1.26 -1.77
H 3.44 3.87 -2.70
H 1.29 4.99 -1.18
H -0.01 4.07 1.32
H 0.17 2.26 1.76
H -2.04 2.09 1.00
H -1.97 3.68 0.02
H -0.46 1.13 -1.21
H -1.30 2.59 -2.05
H -3.15 1.15 -0.61
C 0.55 -3.60 -1.71
Cl 1.38 -4.64 -0.54
Cl 1.63 -3.27 -3.08
Cl -0.92 -4.41 -2.30
Cl 0.12 -2.07 -0.92
C 6.76 -0.14 0.69
Cl 6.01 -1.40 1.70
Cl 7.87 0.82 1.68
Cl 7.65 -0.91 -0.64
Cl 5.49 0.91 0.02
C -3.02 -1.59 -4.61
Cl -1.44 -1.91 -5.37
Cl -4.04 -0.66 -5.73
Cl -3.82 -3.13 -4.21
Cl -2.77 -0.64 -3.12
C -3.58 -0.64 2.68
Cl -2.40 -0.04 3.88
Cl -4.60 0.71 2.13
Cl -2.71 -1.34 1.30
Cl -4.60 -1.89 3.43
C -3.32 3.52 -6.36
Cl -3.01 2.64 -4.85
Cl -4.98 4.15 -6.36
Cl -2.18 4.87 -6.51
Cl -3.11 2.42 -7.74
C 1.00 -1.87 3.94
Cl 1.23 -0.64 2.67
Cl 0.42 -1.09 5.43
Cl -0.19 -3.06 3.38
Cl 2.55 -2.68 4.26
C 2.56 -0.68 -6.11
Cl 2.63 0.31 -7.59
Cl 4.19 -1.28 -5.73
Cl 1.96 0.31 -4.76
Cl 1.46 -2.05 -6.37
C 5.22 -6.88 -0.02
Cl 3.86 -6.65 1.09
Cl 5.57 -8.61 -0.19
Cl 4.81 -6.20 -1.61
Cl 6.66 -6.05 0.62
C -0.40 -6.91 4.24
Cl 1.13 -7.27 3.42
Cl -1.49 -6.07 3.11
Cl -1.16 -8.42 4.78
Cl -0.09 -5.87 5.65
C -6.35 -2.83 -0.22
Cl -7.51 -3.64 -1.29
Cl -5.34 -1.71 -1.16
Cl -7.23 -1.93 1.03
Cl -5.31 -4.05 0.55
C -2.35 -5.21 8.88
Cl -4.02 -4.61 8.73
Cl -2.13 -6.62 7.81
Cl -1.22 -3.93 8.41
Cl -2.05 -5.69 10.56
C 1.52 -1.06 10.05
Cl 3.05 -1.42 9.22
Cl 0.42 -0.22 8.92
Cl 0.76 -2.58 10.58
Cl 1.83 -0.02 11.46
C -8.00 7.13 -7.45
Cl -7.71 5.45 -6.94
Cl -7.94 7.23 -9.22
Cl -9.61 7.65 -6.89
Cl -6.76 8.19 -6.75
C 10.61 0.69 5.10
Cl 10.16 1.92 3.89
Cl 10.22 1.29 6.72
Cl 9.71 -0.81 4.78
Cl 12.35 0.36 4.99
C 2.91 4.19 -5.75
Cl 2.94 5.21 -4.29
Cl 4.30 3.08 -5.73
Cl 1.40 3.25 -5.78
Cl 2.99 5.21 -7.20
C -8.07 -6.67 1.72
Cl -8.88 -8.01 2.55
Cl -6.96 -5.86 2.84
Cl -7.16 -7.31 0.33
Cl -9.29 -5.51 1.15
C 1.88 0.85 15.29
Cl 2.01 1.99 16.65
Cl 3.26 -0.26 15.31
Cl 0.37 -0.08 15.44
Cl 1.86 1.76 13.76
C -4.56 3.00 -11.59
Cl -4.90 4.39 -12.65
Cl -5.01 3.40 -9.92
Cl -5.50 1.59 -12.13
Cl -2.83 2.62 -11.66
C 4.09 8.98 -6.41
Cl 5.43 10.06 -6.84
Cl 3.10 8.66 -7.85
Cl 4.75 7.45 -5.79
Cl 3.09 9.74 -5.15

Values from the calculation:
- HOMO energy: -12.2 eV
- Maximum force: 6.86 eV/Å
- Lowest unoccupied orbital energy: -0.1261 Ha
- Total charge: +1
- Molecular weight: 3090.81 g mol⁻¹

Here are the Löwdin charges for atoms 1 to 99, given in e:
1 N 0.22
2 C -0.35
3 O -0.09
4 C -0.16
5 N 0.12
6 C -0.01
7 C 0.06
8 N 0.00
9 C -0.09
10 C -0.11
11 C -0.21
12 O -0.31
13 H 0.12
14 H 0.02
15 H 0.14
16 H 0.15
17 H 0.13
18 H 0.10
19 H 0.13
20 H 0.11
21 H 0.12
22 H 0.06
23 C -1.99
24 Cl 0.51
25 Cl 0.50
26 Cl 0.54
27 Cl 0.52
28 C -1.99
29 Cl 0.53
30 Cl 0.51
31 Cl 0.54
32 Cl 0.55
33 C -1.98
34 Cl 0.48
35 Cl 0.52
36 Cl 0.51
37 Cl 0.58
38 C -1.99
39 Cl 0.51
40 Cl 0.53
41 Cl 0.49
42 Cl 0.53
43 C -2.00
44 Cl 0.50
45 Cl 0.49
46 Cl 0.52
47 Cl 0.48
48 C -1.97
49 Cl 0.60
50 Cl 0.50
51 Cl 0.49
52 Cl 0.55
53 C -2.00
54 Cl 0.53
55 Cl 0.53
56 Cl 0.45
57 Cl 0.50
58 C -2.02
59 Cl 0.48
60 Cl 0.53
61 Cl 0.51
62 Cl 0.51
63 C -2.00
64 Cl 0.51
65 Cl 0.50
66 Cl 0.53
67 Cl 0.47
68 C -1.99
69 Cl 0.52
70 Cl 0.49
71 Cl 0.51
72 Cl 0.48
73 C -2.00
74 Cl 0.52
75 Cl 0.49
76 Cl 0.47
77 Cl 0.53
78 C -2.00
79 Cl 0.52
80 Cl 0.49
81 Cl 0.50
82 Cl 0.48
83 C -2.02
84 Cl 0.48
85 Cl 0.52
86 Cl 0.52
87 Cl 0.51
88 C -2.02
89 Cl 0.49
90 Cl 0.52
91 Cl 0.51
92 Cl 0.53
93 C -1.95
94 Cl 0.55
95 Cl 0.53
96 Cl 0.50
97 Cl 0.52
98 C -2.02
99 Cl 0.53

C26H13Cl5NO5S3Ti as an isolated structure, computed with wB97M-V/def2-TZVPD.

Positions of all 54 atoms, in Å:
Ti 0.03 0.04 0.53
O 2.05 0.08 0.54
C 2.83 1.04 0.46
C 2.46 2.39 0.21
C 3.47 3.37 0.20
C 3.14 4.67 -0.06
C 1.82 5.06 -0.33
C 0.82 4.12 -0.34
C 1.11 2.76 -0.07
O 0.16 1.89 -0.10
N 4.20 5.68 -0.07
O 5.33 5.32 0.15
O 3.87 6.83 -0.31
H 3.90 0.81 0.59
H 4.50 3.11 0.40
H 1.61 6.10 -0.53
H -0.20 4.39 -0.55
Cl -2.63 0.98 1.09
C -1.82 0.80 2.64
C -0.51 0.35 2.59
C 0.12 0.19 3.81
Cl 1.77 -0.38 3.82
C -0.51 0.47 5.02
Cl 0.32 0.26 6.52
C -1.83 0.92 5.02
Cl -2.62 1.28 6.50
C -2.50 1.09 3.81
Cl -4.13 1.65 3.78
O -0.58 -1.68 0.20
C -0.94 -2.20 -1.05
C -2.28 -2.90 -0.92
C -2.86 -3.80 -1.77
C -4.15 -4.19 -1.34
C -4.52 -3.58 -0.18
S -3.30 -2.53 0.40
C -1.00 -1.01 -2.00
C 0.07 -0.30 -2.48
C -0.32 0.85 -3.21
C -1.67 0.99 -3.28
S -2.48 -0.27 -2.46
C 0.14 -3.18 -1.49
C 0.96 -3.88 -0.66
C 1.82 -4.76 -1.36
C 1.64 -4.71 -2.71
S 0.42 -3.59 -3.14
H -2.38 -4.18 -2.66
H -4.78 -4.90 -1.86
H -5.43 -3.70 0.38
H 1.10 -0.62 -2.34
H 0.38 1.54 -3.67
H -2.23 1.76 -3.77
H 0.93 -3.76 0.41
H 2.55 -5.40 -0.89
H 2.16 -5.27 -3.47

Values from the calculation:
- HOMO energy (alpha / beta): -8.5 / -8.8 eV
- Maximum force: 0.54 eV/Å
- Multiplicity: 2
- Lowest unoccupied orbital energy (alpha / beta): -0.0409 / -0.0472 Ha
- Molecular weight: 740.73 g mol⁻¹

Atomic charges from the Löwdin analysis, expressed in e, are listed below:
1 Ti 1.00
2 O -0.09
3 C -0.13
4 C -0.10
5 C 0.06
6 C -0.14
7 C 0.03
8 C 0.03
9 C -0.29
10 O -0.16
11 N -0.36
12 O 0.08
13 O 0.08
14 H 0.15
15 H 0.13
16 H 0.13
17 H 0.13
18 Cl 0.72
19 C -0.66
20 C -0.25
21 C -0.68
22 Cl 0.69
23 C -0.70
24 Cl 0.68
25 C -0.70
26 Cl 0.69
27 C -0.71
28 Cl 0.70
29 O -0.29
30 C -0.57
31 C -0.49
32 C -0.12
33 C -0.18
34 C -0.41
35 S 1.06
36 C -0.50
37 C -0.16
38 C -0.17
39 C -0.39
40 S 1.08
41 C -0.46
42 C -0.09
43 C -0.17
44 C -0.41
45 S 1.06
46 H 0.10
47 H 0.10
48 H 0.07
49 H 0.12
50 H 0.11
51 H 0.07
52 H 0.12
53 H 0.10
54 H 0.06